No. 1
Entry from the Open Molecules 2025 dataset: the molecule CH3F at a distorted geometry (the ωB97M-V functional and the def2-TZVPD basis).

The geometry in XYZ format:
```
5
CH3F (the ωB97M-V functional and the def2-TZVPD basis)
C -0.12 0.49 -0.31
H -0.18 0.20 -1.33
H -1.04 1.07 -0.05
H 0.60 1.26 -0.35
F 0.15 -0.61 0.40
```

Calculated values
M   34.0 g/mol
Multiplicity   1
E_HOMO   -12.196 eV
ΔE to the lowest compared entry with this formula, charge and spin   0.200 eV
Electronic energy   -3802.466 eV
Structure (SMILES)   CF

***

No. 2
Entry from the Open Molecules 2025 dataset: the molecule CH3F2NO at a distorted geometry (the ωB97M-V functional and the def2-TZVPD basis).

The geometry in XYZ format:
```
8
CH3F2NO (the ωB97M-V functional and the def2-TZVPD basis)
C -0.26 -0.31 0.84
N -0.36 0.05 -0.94
O 0.99 -0.58 1.15
F -0.77 0.76 1.48
F -1.12 -1.32 1.05
H 0.45 0.65 -1.07
H -1.21 0.62 -1.00
H 1.06 -1.07 1.98
```

Calculated values
M   83.0 g/mol
Multiplicity   1
E_HOMO   -10.346 eV
ΔE to the lowest compared entry with this formula, charge and spin   1.783 eV
Electronic energy   -10057.452 eV
Structure (SMILES)   NC(O)(F)F

***

No. 3
Entry from the Open Molecules 2025 dataset: the ion CH3F3OP with charge +1 at a distorted geometry (the ωB97M-V functional and the def2-TZVPD basis).

The geometry in XYZ format:
```
9
CH3F3OP (the ωB97M-V functional and the def2-TZVPD basis)
C 0.10 -0.18 0.11
O 1.28 -0.94 0.08
F 3.91 -0.97 0.30
F 3.10 0.76 -1.31
F 2.67 0.91 1.02
P 2.76 -0.11 -0.09
H -0.02 0.27 1.03
H -0.79 -0.79 -0.09
H 0.24 0.67 -0.61
```

Calculated values
M   119.0 g/mol
Multiplicity   1
E_HOMO   -17.602 eV
ΔE to the lowest compared entry with this formula, charge and spin   0.847 eV
Charge   +1
Electronic energy   -20568.305 eV

***

No. 4
Entry from the Open Molecules 2025 dataset: a structure of composition CH3F5N3P3 at a distorted geometry (the ωB97M-V functional and the def2-TZVPD basis).

The geometry in XYZ format:
```
15
CH3F5N3P3 (the ωB97M-V functional and the def2-TZVPD basis)
C -0.84 -2.17 1.01
N 1.08 -0.12 0.95
N -0.86 -0.31 -1.11
N 1.13 1.66 -1.21
F -1.58 0.33 1.24
F 3.01 1.40 0.53
F 0.98 2.43 1.20
F 0.05 0.57 -3.24
F -1.23 2.00 -2.01
P -0.41 -0.57 0.45
P 1.49 1.27 0.32
P -0.16 0.94 -1.76
H 0.09 -2.79 1.01
H -0.92 -2.14 2.02
H -1.82 -2.50 0.61
```

Calculated values
M   245.0 g/mol
Multiplicity   1
E_HOMO   -11.124 eV
ΔE to the lowest compared entry with this formula, charge and spin   0.000 eV
Electronic energy   -47018.151 eV

***

No. 5
Entry from the Open Molecules 2025 dataset: a cluster of 2 separate species, CH3FINS in total at a distorted geometry (the ωB97M-V functional and the def2-TZVPD basis).

The geometry in XYZ format:
```
8
CH3FINS (the ωB97M-V functional and the def2-TZVPD basis)
C 0.93 0.64 -1.06
N 0.78 1.25 0.04
F 0.75 -0.36 2.26
S 0.44 1.16 1.53
I -1.99 -2.12 0.66
H 0.97 1.25 -1.96
H -3.06 -1.39 -0.37
H 1.18 -0.43 -1.10
```

Calculated values
M   207.0 g/mol
Multiplicity   1
E_HOMO   -9.044 eV
ΔE to the lowest compared entry with this formula, charge and spin   0.292 eV
Electronic energy   -24227.399 eV
Structure (SMILES)   C=NSF.I

***

No. 6
Entry from the Open Molecules 2025 dataset: a cluster of 2 separate species, CH3FN2 in total at a distorted geometry (the ωB97M-V functional and the def2-TZVPD basis).

The geometry in XYZ format:
```
7
CH3FN2 (the ωB97M-V functional and the def2-TZVPD basis)
C 0.83 0.62 -0.03
N 1.10 1.75 0.02
N 0.48 -0.69 -0.02
F -2.17 0.15 0.09
H -1.26 0.39 -0.14
H 1.09 -1.08 -0.67
H -0.07 -1.13 0.75
```

Calculated values
M   62.0 g/mol
Multiplicity   1
E_HOMO   -10.842 eV
ΔE to the lowest compared entry with this formula, charge and spin   0.534 eV
Electronic energy   -6782.359 eV
Structure (SMILES)   N#CN.F

***

No. 7
Entry from the Open Molecules 2025 dataset: a cluster of 2 separate species, CH3FN2 in total at a distorted geometry (the ωB97M-V functional and the def2-TZVPD basis).

The geometry in XYZ format:
```
7
CH3FN2 (the ωB97M-V functional and the def2-TZVPD basis)
C -0.73 0.71 0.11
N -3.15 -0.72 0.54
N -0.13 -0.28 -0.45
F -3.81 -0.01 -0.32
H -0.09 1.56 0.76
H 0.88 -0.54 -0.47
H -0.73 -0.96 -0.83
```

Calculated values
M   62.0 g/mol
Multiplicity   1
E_HOMO (alpha / beta)   -8.047 / -8.026 eV
ΔE to the lowest compared entry with this formula, charge and spin   7.384 eV
Electronic energy   -6775.509 eV

***

No. 8
Entry from the Open Molecules 2025 dataset: a cluster of 3 separate species, CH3FNO in total at a distorted geometry (the ωB97M-V functional and the def2-TZVPD basis).

The geometry in XYZ format:
```
7
CH3FNO (the ωB97M-V functional and the def2-TZVPD basis)
C -1.71 0.02 0.24
N -2.00 0.73 1.10
O 1.37 1.02 0.01
F 1.21 -2.30 -1.39
H -1.61 -0.49 -0.68
H 1.17 0.06 -0.19
H 1.58 0.96 0.92
```

Calculated values
M   64.0 g/mol
Multiplicity   1
E_HOMO   -3.825 eV
ΔE to the lowest compared entry with this formula, charge and spin   0.053 eV
Charge   -1
Electronic energy   -7340.665 eV

***

No. 9
Entry from the Open Molecules 2025 dataset: a cluster of 2 separate species, CH3FNO in total at a distorted geometry (the ωB97M-V functional and the def2-TZVPD basis).

The geometry in XYZ format:
```
7
CH3FNO (the ωB97M-V functional and the def2-TZVPD basis)
C 0.60 0.08 0.05
N -0.71 0.08 0.52
O -1.45 1.21 -0.01
F -1.37 -1.22 -0.41
H 1.20 0.95 0.39
H 1.16 -0.86 0.55
H 0.57 -0.23 -1.09
```

Calculated values
M   64.0 g/mol
Multiplicity   1
E_HOMO   -3.025 eV
ΔE to the lowest compared entry with this formula, charge and spin   3.489 eV
Charge   -1
Electronic energy   -7337.229 eV

***

No. 10
Entry from the Open Molecules 2025 dataset: the molecule CH3FO2 at a distorted geometry (the ωB97M-V functional and the def2-TZVPD basis).

The geometry in XYZ format:
```
7
CH3FO2 (the ωB97M-V functional and the def2-TZVPD basis)
C 0.24 0.39 -0.10
O -0.99 0.80 0.23
O 0.32 -0.90 -0.87
F 0.96 0.10 1.08
H 0.80 1.15 -0.54
H -1.38 -0.01 0.48
H 0.05 -1.53 -0.29
```

Calculated values
M   66.0 g/mol
Multiplicity   1
E_HOMO   -11.794 eV
ΔE to the lowest compared entry with this formula, charge and spin   0.680 eV
Electronic energy   -7897.577 eV
Structure (SMILES)   OC(O)F

***

No. 11
Entry from the Open Molecules 2025 dataset: the molecule CH3FO2S at a distorted geometry (the ωB97M-V functional and the def2-TZVPD basis).

The geometry in XYZ format:
```
8
CH3FO2S (the ωB97M-V functional and the def2-TZVPD basis)
C 0.89 -0.16 -0.25
O -1.44 1.22 -0.68
O -0.75 0.53 1.67
F -1.52 -1.22 0.07
S -0.72 0.24 0.29
H 1.18 0.83 -0.55
H 1.56 -0.40 0.50
H 0.80 -1.04 -1.04
```

Calculated values
M   98.1 g/mol
Multiplicity   1
E_HOMO   -11.695 eV
ΔE to the lowest compared entry with this formula, charge and spin   0.484 eV
Electronic energy   -18732.020 eV
Structure (SMILES)   CS(=O)(=O)F

***

No. 12
Entry from the Open Molecules 2025 dataset: a cluster of 2 separate species, CH3FOS in total at a distorted geometry (the ωB97M-V functional and the def2-TZVPD basis).

The geometry in XYZ format:
```
7
CH3FOS (the ωB97M-V functional and the def2-TZVPD basis)
C -1.47 -0.39 -0.01
O 2.33 0.68 -0.09
F 2.05 -0.66 0.14
S -1.15 1.18 0.00
H -2.47 -0.75 -0.23
H -0.71 -1.14 0.20
H 1.44 1.08 -0.01
```

Calculated values
M   82.1 g/mol
Multiplicity   1
E_HOMO (alpha / beta)   -9.561 / -9.561 eV
ΔE to the lowest compared entry with this formula, charge and spin   4.252 eV
Electronic energy   -16681.236 eV
Structure (SMILES)   C=S.OF

***

No. 13
Entry from the Open Molecules 2025 dataset: a cluster of 2 separate species, CH3FOS in total at a distorted geometry (the ωB97M-V functional and the def2-TZVPD basis).

The geometry in XYZ format:
```
7
CH3FOS (the ωB97M-V functional and the def2-TZVPD basis)
C 1.08 -0.12 0.11
H 1.22 -0.29 1.18
H 0.35 0.68 -0.05
H 0.72 -1.04 -0.36
O -3.02 0.98 -0.15
F 2.29 0.24 -0.46
S -2.63 -0.46 -0.27
```

Calculated values
M   82.1 g/mol
Multiplicity   1
E_HOMO   -9.050 eV
ΔE to the lowest compared entry with this formula, charge and spin   2.691 eV
Electronic energy   -16682.796 eV
Structure (SMILES)   O=S.CF

***

No. 14
Entry from the Open Molecules 2025 dataset: a cluster of 2 separate species, CH3FOS in total at a distorted geometry (the ωB97M-V functional and the def2-TZVPD basis).

The geometry in XYZ format:
```
7
CH3FOS (the ωB97M-V functional and the def2-TZVPD basis)
C 0.65 -1.29 -0.26
O -0.71 0.90 1.24
F 0.26 -0.72 -1.36
S -1.04 1.70 0.11
H 0.19 -0.77 0.62
H 0.70 -2.38 -0.29
H -0.04 2.56 -0.05
```

Calculated values
M   82.1 g/mol
Multiplicity   3
E_HOMO (alpha / beta)   -8.478 / -10.733 eV
ΔE to the lowest compared entry with this formula, charge and spin   0.514 eV
Electronic energy   -16681.606 eV

***

No. 15
Entry from the Open Molecules 2025 dataset: a cluster of 2 separate species, CH3I2N2 in total at a distorted geometry (the ωB97M-V functional and the def2-TZVPD basis).

The geometry in XYZ format:
```
8
CH3I2N2 (the ωB97M-V functional and the def2-TZVPD basis)
C 1.11 -0.30 -0.04
N 1.24 0.94 0.12
N 0.67 -1.31 -0.42
I -4.15 1.18 -0.04
I -2.38 -0.86 0.25
H 1.19 1.34 1.13
H 1.80 1.37 -0.54
H 0.52 -2.37 -0.47
```

Calculated values
M   296.9 g/mol
Multiplicity   1
E_HOMO   -12.486 eV
ΔE to the lowest compared entry with this formula, charge and spin   0.832 eV
Charge   +1
Electronic energy   -20258.697 eV

***

No. 16
Entry from the Open Molecules 2025 dataset: a cluster of 2 separate species, CH3I2NS in total at a distorted geometry (the ωB97M-V functional and the def2-TZVPD basis).

The geometry in XYZ format:
```
8
CH3I2NS (the ωB97M-V functional and the def2-TZVPD basis)
C 0.91 -0.02 -1.30
N 1.37 0.09 -0.16
S -2.04 -0.22 2.22
I -2.63 -1.21 0.18
I 1.59 1.95 0.81
H 0.98 -1.04 -1.52
H 0.52 0.68 -2.14
H -0.71 -0.23 1.91
```

Calculated values
M   314.9 g/mol
Multiplicity   1
E_HOMO   -8.936 eV
ΔE to the lowest compared entry with this formula, charge and spin   0.453 eV
Electronic energy   -29610.521 eV
Structure (SMILES)   C=NI.SI

***

No. 17
Entry from the Open Molecules 2025 dataset: a cluster of 2 separate species, CH3I2NS in total at a distorted geometry (the ωB97M-V functional and the def2-TZVPD basis).

The geometry in XYZ format:
```
8
CH3I2NS (the ωB97M-V functional and the def2-TZVPD basis)
C 0.94 0.27 -0.18
N 0.52 -0.88 0.61
S -2.71 -0.27 0.92
I -2.47 1.73 -0.17
I 0.62 -2.69 -0.12
H 0.05 0.93 -0.30
H 1.34 -0.05 -1.07
H 1.70 0.95 0.29
```

Calculated values
M   314.9 g/mol
Multiplicity   1
E_HOMO (alpha / beta)   -7.929 / -7.928 eV
ΔE to the lowest compared entry with this formula, charge and spin   3.383 eV
Electronic energy   -29607.591 eV

***

No. 18
Entry from the Open Molecules 2025 dataset: a structure of composition CH3I2P at a distorted geometry (the ωB97M-V functional and the def2-TZVPD basis).

The geometry in XYZ format:
```
7
CH3I2P (the ωB97M-V functional and the def2-TZVPD basis)
C 1.60 -0.09 -1.81
P 0.16 0.32 -2.56
I -0.30 2.34 2.36
I 3.43 0.73 -2.44
H 1.70 -0.77 -0.98
H -1.13 1.31 3.20
H -0.65 -0.50 -1.75
```

Calculated values
M   299.8 g/mol
Multiplicity   3
E_HOMO (alpha / beta)   -6.707 / -10.073 eV
ΔE to the lowest compared entry with this formula, charge and spin   3.271 eV
Electronic energy   -26571.281 eV

***

No. 19
Entry from the Open Molecules 2025 dataset: a structure of composition CH3I3Si at a distorted geometry (the ωB97M-V functional and the def2-TZVPD basis).

The geometry in XYZ format:
```
8
CH3I3Si (the ωB97M-V functional and the def2-TZVPD basis)
C -2.58 -0.46 1.24
Si -0.37 0.06 -0.31
I -3.31 1.41 2.03
I -3.84 -1.23 -0.36
I -2.38 -2.03 2.70
H -0.93 1.15 -1.06
H 0.31 0.74 0.81
H -0.68 -1.23 -0.68
```

Calculated values
M   423.8 g/mol
Multiplicity   1
E_HOMO   -8.037 eV
ΔE to the lowest compared entry with this formula, charge and spin   7.199 eV
Electronic energy   -33261.263 eV

***

No. 20
Entry from the Open Molecules 2025 dataset: a cluster of 2 separate species, CH3IN2 in total at a distorted geometry (the ωB97M-V functional and the def2-TZVPD basis).

The geometry in XYZ format:
```
7
CH3IN2 (the ωB97M-V functional and the def2-TZVPD basis)
C -0.93 -0.08 -0.08
N 0.00 -0.93 -0.63
N -0.22 -0.91 0.82
I -2.94 -0.20 0.16
H 0.48 2.10 -0.77
H -0.38 -1.85 -1.06
H 0.64 -0.52 1.16
```

Calculated values
M   170.0 g/mol
Multiplicity   1
E_HOMO (alpha / beta)   -8.609 / -9.753 eV
ΔE to the lowest compared entry with this formula, charge and spin   5.212 eV
Electronic energy   -12159.462 eV